Computed, not measured: a cluster of 2 separate species, C2H3ClS in total at a distorted geometry, with the ωB97M-V functional and the def2-TZVPD basis.

Each line ends with the Mulliken charge.
Positions of all 7 atoms, in Å:
Cl -1.961 -1.504 0.293  -0.079
S -2.007 1.455 -0.249  -0.163
C 1.317 -0.024 -0.030  -0.853
C -1.327 0.051 -0.026  0.164
H 1.086 -1.004 0.288  0.350
H 1.368 0.690 0.833  0.292
H 1.524 0.337 -1.109  0.289

- 2S+1 = 1
- highest occupied orbital energy (spin up / spin down) (Eh) = -0.3121 / -0.3042
- gap between HOMO and LUMO (spin up / spin down) (eV) = 7.74 / 7.85
- E_LUMO (spin up / spin down) (Ha) = -0.028 / -0.016
- ΔE to the lowest compared entry with this formula, charge and spin (kJ/mol) = 345.98
- strongest force on any atom (eV/Å) = 2.60